## w
DFT (ωB97M-V/def2-TZVPD) results for the molecule C2H5NO.

Structure (ORCA input):
```
! RIJCOSX wB97M-V def2-TZVPD def2/J DEFGRID3
* xyz 0 1
C -0.887 0.467 0.415
C 0.061 -0.658 0.011
N 1.227 -0.220 -0.532
O -0.218 -1.823 0.169
H -0.944 1.244 -0.351
H -1.890 0.078 0.567
H -0.547 0.987 1.311
H 1.838 -0.850 -1.019
H 1.360 0.775 -0.573
*
```

The LUMO energy is 0.9 eV. As for the SMILES: CC(N)=O.

Okay, here come the Löwdin numbers, in e, for every atom: -0.02 -0.60 0.14 0.05 0.07 0.08 0.08 0.11 0.09

## x
DFT (ωB97M-V/def2-TZVPD) results for a structure of composition C2H5NO.

Structure (ORCA input):
```
! RIJCOSX wB97M-V def2-TZVPD def2/J DEFGRID3
* xyz 0 1
C -1.938 0.286 0.178
C 1.278 -0.300 0.220
N -1.755 -0.671 -0.362
O 0.436 0.646 -0.435
H -2.003 1.234 0.643
H -0.370 0.682 0.542
H 0.710 -1.169 0.803
H 1.918 0.076 1.022
H 1.778 -0.606 -0.663
*
```

The LUMO energy is 0.6 eV.

Okay, here come the Löwdin numbers, in e, for every atom: -0.12 -0.23 0.13 -0.25 0.09 0.15 0.10 0.06 0.06

Most stable structure, least stable structure: w, x.

## w
DFT (ωB97M-V/def2-TZVPD) results for the molecule C12H26N6O3.

Structure (ORCA input):
```
! RIJCOSX wB97M-V def2-TZVPD def2/J DEFGRID3
* xyz 0 1
H 5.887 1.458 -4.464
N 5.007 1.501 -3.915
C 4.378 0.417 -4.035
N 4.724 -0.704 -4.758
N 3.237 0.261 -3.314
C 2.684 -1.067 -3.058
C 1.831 -1.046 -1.751
C 0.576 -0.116 -1.872
C 0.571 1.044 -0.818
N 1.657 1.989 -1.093
C 0.558 0.602 0.639
O 1.112 1.280 1.474
N -0.184 -0.536 0.902
C -0.395 -1.078 2.210
C -1.319 -0.242 3.089
C -2.779 -0.208 2.672
C -3.474 1.073 3.281
C -4.919 1.132 2.762
N -5.067 1.329 1.356
C -0.884 -2.492 2.067
O -0.481 -3.175 1.176
O -1.597 -3.048 3.072
H 3.916 -1.221 -5.081
H 5.432 -0.533 -5.443
H 3.097 0.974 -2.594
H 3.509 -1.811 -2.917
H 2.060 -1.435 -3.912
H 2.462 -0.690 -0.943
H 1.417 -2.048 -1.532
H 0.580 0.314 -2.846
H -0.375 -0.634 -1.692
H -0.427 1.567 -1.009
H 2.049 2.339 -0.237
H 1.326 2.824 -1.584
H -0.488 -1.147 0.171
H 0.601 -1.151 2.759
H -1.168 -0.628 4.115
H -0.810 0.749 3.034
H -2.866 -0.235 1.581
H -3.307 -1.118 3.044
H -2.965 1.976 3.036
H -3.469 1.081 4.399
H -5.419 0.180 2.988
H -5.483 1.895 3.288
H -4.537 0.654 0.819
H -4.615 2.176 1.078
H -1.641 -2.455 3.856
*
```

The LUMO energy is 0.3 eV. As for the SMILES: [H]/N=C(\N)NCCC[C@H](N)C(=O)N[C@@H](CCCCN)C(=O)O.

Okay, here come the Löwdin numbers, in e, for every atom: 0.04 0.09 -0.64 0.12 0.02 -0.22 -0.16 -0.15 -0.30 0.06 -0.43 0.08 0.13 -0.26 -0.17 -0.18 -0.18 -0.32 -0.01 -0.49 0.14 0.12 0.08 0.09 0.10 0.12 0.12 0.11 0.11 0.10 0.10 0.16 0.07 0.10 0.11 0.19 0.12 0.13 0.10 0.12 0.09 0.12 0.11 0.10 0.05 0.06 0.11

## x
DFT (ωB97M-V/def2-TZVPD) results for the molecule C12H26N6O3.

Structure (ORCA input):
```
! RIJCOSX wB97M-V def2-TZVPD def2/J DEFGRID3
* xyz 0 1
H 1.291 -3.419 3.580
N 0.433 -3.436 4.076
C -0.725 -3.039 3.618
N -1.917 -3.239 4.307
N -0.861 -2.256 2.563
C -2.107 -1.904 2.019
C -2.025 -1.002 0.769
C -1.354 -1.661 -0.387
C -1.831 -1.036 -1.744
N -2.151 0.331 -1.800
C -1.197 1.327 -1.678
O -1.512 2.542 -1.683
C 0.259 0.957 -2.033
N 0.744 0.989 -3.364
C 0.970 2.321 -1.381
C 2.441 2.345 -1.087
C 2.716 2.230 0.436
C 4.181 2.410 0.837
N 4.788 3.744 0.388
C -2.910 -1.824 -2.383
O -3.383 -2.844 -1.924
O -3.385 -1.181 -3.509
H -2.609 -3.759 3.796
H -1.570 -3.707 5.136
H -0.002 -2.250 2.033
H -2.491 -2.857 1.552
H -2.779 -1.544 2.804
H -1.563 -0.031 1.008
H -3.149 -1.091 0.563
H -1.447 -2.682 -0.390
H -0.279 -1.545 -0.485
H -0.902 -1.099 -2.534
H -2.903 0.484 -1.178
H 0.467 -0.024 -1.535
H 0.076 0.875 -4.163
H 1.734 1.110 -3.399
H 0.604 3.086 -1.971
H 0.475 2.666 -0.483
H 3.018 1.471 -1.497
H 2.796 3.301 -1.384
H 2.282 2.991 1.069
H 2.233 1.303 0.789
H 4.902 1.729 0.536
H 3.974 2.298 2.065
H 3.946 4.398 0.228
H 5.121 4.176 1.304
H -4.399 -1.657 -3.482
*
```

The LUMO energy is 0.3 eV. As for the SMILES: [H]/N=C(/N)NCCC[C@H](NC(=O)[C@@H](N)CCCCN)C(=O)O.

Okay, here come the Löwdin numbers, in e, for every atom: 0.00 0.09 -0.60 0.11 0.02 -0.23 -0.16 -0.15 -0.27 0.10 -0.36 0.04 -0.28 0.04 -0.15 -0.20 -0.25 -0.29 -0.04 -0.49 0.11 0.04 0.09 0.09 0.15 0.13 0.13 0.13 0.15 0.09 0.10 0.20 0.13 0.11 0.12 0.07 0.08 0.10 0.13 0.09 0.10 0.11 0.06 0.15 0.08 0.08 0.23

Most stable structure, least stable structure: w, x.

## w
DFT (ωB97M-V/def2-TZVPD) results for a structure of composition C7H23CaNO3P.

Structure (ORCA input):
```
! RIJCOSX wB97M-V def2-TZVPD def2/J DEFGRID3
* xyz -1 1
C -1.407 1.436 -3.651
Ca -1.174 1.712 -0.432
N -3.561 1.850 -0.447
H -0.205 -0.472 -2.758
H -0.409 -0.055 -3.391
H -0.787 1.342 -4.549
H -1.422 2.480 -3.301
H -2.404 1.014 -3.800
H -3.667 2.549 0.278
H -4.009 0.999 -0.125
H -4.020 2.183 -1.312
C 3.004 1.791 0.319
C 1.780 1.020 -0.082
O 0.633 1.508 0.851
P -0.417 0.745 1.994
O 0.470 -0.326 2.745
C 1.866 -0.773 2.720
C 2.024 -2.016 1.887
O -1.196 -0.220 0.746
C -1.484 -1.751 0.856
C -1.128 -2.405 -0.445
H 2.740 2.821 0.510
H 3.749 1.771 -0.479
H 3.448 1.356 1.222
H 1.458 1.223 -1.116
H 1.845 -0.061 0.030
H 2.555 0.047 2.427
H 2.025 -1.001 3.776
H 1.914 -1.858 0.811
H 3.028 -2.411 2.068
H 1.291 -2.760 2.218
H -0.884 -2.104 1.695
H -2.541 -1.838 1.103
H -0.086 -2.228 -0.727
H -1.255 -3.495 -0.372
H -1.773 -2.073 -1.267
*
```

The LUMO energy (spin up / spin down) is 2.8 / 2.8 eV.

Okay, here come the Löwdin numbers, in e, for every atom: -0.35 0.79 -0.12 -0.03 -0.05 -0.10 -0.14 -0.11 -0.04 0.00 0.03 -0.10 -0.25 -0.64 0.69 -0.42 -0.27 -0.09 -0.62 -0.22 -0.11 0.07 0.07 0.06 0.09 0.08 0.09 0.11 0.06 0.07 0.08 0.08 0.10 0.06 0.07 0.07

## x
DFT (ωB97M-V/def2-TZVPD) results for a structure of composition C7H23CaNO3P.

Structure (ORCA input):
```
! RIJCOSX wB97M-V def2-TZVPD def2/J DEFGRID3
* xyz -1 1
C -1.809 1.890 -1.876
Ca -0.755 0.231 -2.459
N 0.544 -1.491 -3.176
H -0.632 0.872 -3.873
H 1.544 -1.248 -3.229
H -2.042 -0.204 -3.153
H -2.269 2.422 -2.721
H -1.055 2.548 -1.397
H -2.593 1.627 -1.144
H 0.491 -2.365 -2.637
H 0.272 -1.737 -4.138
C -0.133 -3.629 1.467
C -0.451 -2.668 0.330
O 0.728 -1.984 -0.034
P 0.495 -0.256 0.116
O 1.213 -0.594 1.688
C 0.606 0.186 2.703
C -0.874 -0.136 2.938
O 0.237 1.469 0.164
C 1.452 2.105 -0.146
C 1.313 3.597 0.135
H 0.665 -4.336 1.155
H -1.042 -4.205 1.740
H 0.220 -3.069 2.358
H -0.807 -3.245 -0.549
H -1.290 -2.008 0.649
H 1.143 -0.034 3.650
H 0.755 1.272 2.525
H -1.004 -1.208 3.185
H -1.250 0.471 3.788
H -1.489 0.115 2.049
H 2.282 1.729 0.494
H 1.695 1.966 -1.223
H 1.067 3.761 1.206
H 2.265 4.118 -0.097
H 0.508 4.040 -0.488
*
```

The LUMO energy (spin up / spin down) is 3.3 / 2.5 eV.

Okay, here come the Löwdin numbers, in e, for every atom: -0.29 0.50 -0.10 -0.24 0.05 -0.19 -0.01 -0.01 0.01 0.03 0.03 -0.12 -0.43 -0.47 0.91 -0.33 -0.37 -0.11 -0.50 -0.43 -0.11 0.07 0.07 0.06 0.10 0.08 0.11 0.09 0.07 0.07 0.06 0.10 0.10 0.07 0.07 0.07

Most stable structure, least stable structure: w, x.

## w
DFT (ωB97M-V/def2-TZVPD) results for the molecule C4H6INS.

Structure (ORCA input):
```
! RIJCOSX wB97M-V def2-TZVPD def2/J DEFGRID3
* xyz 0 1
C -0.397 -0.159 -0.449
C -0.589 0.870 0.675
C -2.759 1.336 -0.799
C 0.671 -1.248 -0.231
N -0.822 -0.120 -1.636
S -1.639 2.255 0.023
I -3.791 -0.257 0.114
H -0.954 0.283 1.504
H 0.349 1.343 0.797
H -3.471 1.872 -1.494
H 0.585 -1.690 -1.291
H 0.426 -1.942 0.658
H 1.640 -0.885 -0.158
*
```

The LUMO energy is -1.0 eV.

Okay, here come the Löwdin numbers, in e, for every atom: -0.61 -0.41 -1.01 -0.06 0.14 0.79 0.79 0.06 0.06 0.01 0.10 0.11 0.03

## x
DFT (ωB97M-V/def2-TZVPD) results for the molecule C4H6INS.

Structure (ORCA input):
```
! RIJCOSX wB97M-V def2-TZVPD def2/J DEFGRID3
* xyz 0 1
C -1.723 1.271 -0.080
C -0.637 0.287 0.469
N 0.763 0.834 0.264
C 1.510 -0.094 -0.117
I 3.586 0.165 -0.511
C 1.085 -1.532 -0.247
S -0.763 -1.445 -0.169
H -1.892 2.171 0.612
H -2.618 0.540 -0.134
H -1.444 1.629 -1.008
H -0.728 0.180 1.594
H 1.413 -1.886 -1.213
H 1.449 -2.120 0.539
*
```

The LUMO energy is 0.3 eV. As for the SMILES: C[C@@H]1N=C(I)CS1.

Okay, here come the Löwdin numbers, in e, for every atom: -0.10 -0.64 0.02 -0.88 0.81 -0.50 0.85 0.10 0.09 0.03 0.11 0.06 0.05

Most stable structure, least stable structure: x, w.